(1)
The following is a DFT calculation (ωB97M-V with the def2-TZVPD basis set) of C26H38AsN4O8RuS7 as an isolated structure.

Results
LUMO energy (alpha / beta) (Eh): 0.148 / 0.148
Calculated total energy (a.u.): -6952.66963
2S+1: 2
Orbital gap (alpha / beta) (eV): 6.319 / 6.168
Total charge: -2
Highest occupied orbital energy (alpha / beta) (Ha): -0.0841 / -0.0786
Molecular weight (g/mol): 935.1

Geometry (Å):
Ru -0.350 1.592 0.109
C -2.190 3.982 2.105
C -0.774 3.632 2.560
N -0.447 2.229 2.280
C -0.963 1.294 3.278
C -2.461 0.965 3.293
S -3.323 0.557 1.747
C -4.444 1.957 1.527
C -3.907 3.078 0.620
N -2.512 3.355 0.842
H -2.917 3.624 2.837
H -2.286 5.079 2.097
H -0.053 4.236 2.021
H -0.668 3.848 3.631
H 0.576 2.153 2.296
H -0.384 0.381 3.185
H -0.747 1.693 4.280
H -2.559 0.087 3.936
H -3.022 1.763 3.780
H -5.342 1.539 1.068
H -4.745 2.333 2.508
H -4.014 2.784 -0.423
H -4.546 3.965 0.791
H -2.076 3.780 0.035
S 3.923 3.389 -1.460
As 2.542 3.093 0.096
S 1.788 0.974 0.176
S 0.456 3.734 -0.357
S 3.078 3.697 2.061
C 3.644 0.087 -2.568
C 2.417 -0.658 -3.008
C 1.695 -1.434 -2.103
C 0.510 -2.040 -2.474
C 0.025 -1.870 -3.763
C 0.743 -1.134 -4.693
C 1.938 -0.543 -4.311
S -1.610 -2.431 -4.131
O -1.788 -3.683 -3.448
O -1.797 -2.341 -5.560
N -2.598 -1.364 -3.419
C -2.824 -0.057 -4.020
C -1.731 0.989 -3.793
C -1.461 1.405 -2.357
O -2.169 2.262 -1.806
O -0.488 0.820 -1.769
H 4.178 -0.454 -1.786
H 3.364 1.061 -2.158
H 4.325 0.259 -3.403
H 2.048 -1.525 -1.082
H -0.069 -2.613 -1.761
H 0.352 -1.017 -5.695
H 2.495 0.051 -5.028
H -2.439 -1.359 -2.399
H -3.784 0.302 -3.646
H -2.924 -0.213 -5.095
H -2.027 1.892 -4.329
H -0.792 0.631 -4.218
C 5.059 -1.468 -0.281
C 4.058 -1.755 0.803
C 3.601 -0.723 1.619
C 2.630 -0.954 2.576
C 2.105 -2.231 2.725
C 2.560 -3.279 1.939
C 3.534 -3.033 0.983
S 0.787 -2.491 3.873
O 0.895 -1.468 4.875
O 0.779 -3.883 4.242
N -0.571 -2.186 3.034
C -1.116 -3.181 2.101
C -0.803 -2.814 0.657
C -1.282 -1.412 0.287
O -2.181 -1.293 -0.542
O -0.686 -0.477 0.919
H 5.839 -0.794 0.072
H 4.568 -0.973 -1.122
H 5.525 -2.383 -0.648
H 3.984 0.281 1.482
H 2.271 -0.145 3.199
H 2.152 -4.271 2.080
H 3.885 -3.845 0.357
H -0.527 -1.270 2.578
H -2.197 -3.225 2.254
H -0.713 -4.162 2.350
H -1.297 -3.529 -0.003
H 0.278 -2.856 0.496

***

(2)
The following is a DFT calculation (ωB97M-V with the def2-TZVPD basis set) of C26H38AsN6O8S2Zn as an isolated structure.

Results
LUMO energy (Eh): -0.091
Calculated total energy (a.u.): -6755.27411
Orbital gap (eV): 8.324
Total charge: +1
Highest occupied orbital energy (Ha): -0.3969
Molecular weight (g/mol): 767.1

Geometry (Å):
Zn -1.092 -1.203 -1.209
N -2.696 -2.949 -1.268
N -2.450 -4.119 -1.983
C -1.540 -4.115 -2.990
N -1.445 -5.251 -3.694
S -0.593 -2.790 -3.342
H -2.985 -3.163 -0.322
H -3.423 -2.378 -1.690
H -3.145 -4.850 -1.953
H -1.996 -6.070 -3.497
H -0.758 -5.299 -4.426
O -0.428 -0.037 0.661
C -1.259 1.127 0.726
C -2.573 0.753 -0.015
O -3.342 1.650 -0.349
O -2.754 -0.504 -0.216
C -1.535 1.460 2.187
C -2.772 1.903 2.640
C -2.945 2.232 3.978
C -1.890 2.122 4.869
C -0.653 1.682 4.420
C -0.471 1.360 3.084
C -0.561 2.298 0.044
C 0.569 2.091 -0.739
C 1.180 3.160 -1.378
C 0.673 4.443 -1.236
C -0.446 4.654 -0.443
C -1.061 3.588 0.196
H -0.592 -0.505 1.489
H -3.598 2.001 1.949
H -3.908 2.588 4.319
H -2.022 2.384 5.910
H 0.178 1.611 5.111
H 0.501 1.061 2.709
H 0.976 1.096 -0.831
H 2.063 2.987 -1.980
H 1.149 5.276 -1.738
H -0.843 5.653 -0.319
H -1.934 3.756 0.811
C 3.686 1.443 4.364
C 4.720 0.818 3.443
S 3.944 -0.054 2.066
O 4.879 -0.102 0.976
O 2.630 0.481 1.814
C 3.662 -1.764 2.652
C 3.600 -2.792 1.504
N 2.714 -2.462 0.373
C 1.363 -2.425 0.430
N 0.844 -1.984 -0.706
C 1.891 -1.683 -1.523
C 3.052 -1.989 -0.887
N 4.364 -1.985 -1.479
O 4.499 -1.305 -2.469
O 5.215 -2.708 -0.988
C 0.574 -2.925 1.585
H 4.167 2.129 5.058
H 3.160 0.682 4.942
H 2.958 2.004 3.780
H 5.348 0.079 3.941
H 5.357 1.561 2.964
H 2.724 -1.710 3.203
H 4.476 -2.022 3.326
H 3.255 -3.740 1.915
H 4.591 -2.931 1.092
H 1.762 -1.315 -2.527
H 0.918 -3.915 1.888
H -0.473 -2.988 1.296
H 0.665 -2.264 2.450
C -2.305 2.848 -3.276
As -2.561 0.942 -3.379
C -4.390 0.300 -3.236
C -2.209 0.520 -5.240
O -1.349 0.117 -2.579
H -2.816 3.322 -4.113
H -1.230 3.019 -3.331
H -2.684 3.220 -2.333
H -5.014 0.969 -3.829
H -4.737 0.300 -2.212
H -4.429 -0.699 -3.672
H -2.847 1.109 -5.899
H -2.390 -0.540 -5.412
H -1.164 0.733 -5.459

***

(3)
The following is a DFT calculation (ωB97M-V with the def2-TZVPD basis set) of C26H38Br47FN5 as an isolated structure.

Results
LUMO energy (Eh): -0.095
Calculated total energy (a.u.): -122365.32258
Orbital gap (eV): 8.362
Total charge: +1
Highest occupied orbital energy (Ha): -0.4025
Molecular weight (g/mol): 4195.1

Geometry (Å):
C 1.431 1.044 1.257
C 2.183 2.326 1.015
N 2.658 3.090 1.893
C 2.383 2.752 -0.423
N 3.392 1.917 -1.164
F 2.757 0.709 -1.436
C 4.565 1.583 -0.315
C 5.348 2.786 0.245
C 5.928 2.382 1.606
C 7.059 1.348 1.448
N 6.674 -0.016 1.853
C 6.372 -0.919 0.837
N 7.064 -1.174 -0.188
N 5.103 -1.555 1.028
C 3.750 2.547 -2.508
Br 2.147 2.494 -3.572
C 4.966 1.902 -3.181
C 4.883 0.402 -3.430
Br 5.241 2.809 -4.873
H 0.718 1.148 2.070
H 2.111 0.214 1.436
H 0.866 0.803 0.357
H 2.447 2.730 2.825
H 1.435 2.685 -0.950
H 2.702 3.788 -0.469
H 5.239 0.948 -0.880
H 4.206 0.971 0.509
H 4.763 3.699 0.307
H 6.175 2.997 -0.435
H 5.127 1.972 2.218
H 6.330 3.274 2.080
H 7.911 1.666 2.045
H 7.400 1.318 0.413
H 5.845 0.000 2.443
H 7.947 -0.667 -0.171
H 5.197 -2.550 0.842
H 4.457 -1.231 0.317
H 3.952 3.599 -2.332
H 5.857 2.178 -2.622
H 5.622 0.104 -4.165
H 3.888 0.118 -3.766
H 5.087 -0.172 -2.525
C -0.479 -0.839 -3.915
Br -0.625 0.688 -5.077
Br 1.274 -1.617 -4.000
Br -0.971 -0.410 -2.107
H -1.180 -1.582 -4.269
C -4.653 0.996 -4.084
Br -5.560 0.053 -2.675
Br -5.285 0.461 -5.814
Br -4.752 2.896 -3.843
H -3.614 0.719 -4.025
C -1.780 6.162 -3.666
Br -2.296 6.406 -5.492
Br -3.289 6.138 -2.482
Br -0.682 4.588 -3.451
H -1.172 7.008 -3.381
C 8.938 -4.033 3.098
Br 7.285 -3.366 2.380
Br 8.963 -5.950 3.118
Br 10.444 -3.305 2.155
H 9.005 -3.696 4.121
C 7.571 -9.052 0.644
Br 8.700 -9.866 1.968
Br 8.051 -9.603 -1.130
Br 5.712 -9.372 1.009
H 7.728 -7.985 0.704
C -8.971 1.712 -1.057
Br -10.672 2.515 -1.427
Br -7.613 3.041 -0.785
Br -9.045 0.498 0.432
H -8.688 1.137 -1.928
C 1.413 -3.764 -0.094
Br 2.188 -4.672 1.405
Br 1.568 -1.850 0.104
Br 2.163 -4.356 -1.755
H 0.357 -3.993 -0.109
C -10.433 -3.136 0.987
Br -12.021 -3.329 2.045
Br -8.941 -4.076 1.758
Br -10.715 -3.649 -0.837
H -10.180 -2.087 0.984
C 4.221 0.324 5.706
Br 2.891 1.713 5.804
Br 4.042 -0.725 4.100
Br 5.997 1.025 5.871
H 4.047 -0.336 6.543
C 1.171 6.018 2.276
Br 0.565 4.817 3.649
Br 0.355 5.611 0.580
Br 0.936 7.856 2.753
H 2.229 5.848 2.152
C -14.944 -1.671 4.973
Br -16.010 -0.447 5.995
Br -15.477 -1.710 3.128
Br -13.068 -1.298 5.151
H -15.113 -2.659 5.375
C -8.555 5.536 -3.497
Br -9.586 6.743 -2.425
Br -9.157 5.492 -5.317
Br -6.673 5.929 -3.390
H -8.693 4.546 -3.086
C -7.245 -5.557 -3.125
Br -8.184 -6.511 -1.750
Br -7.823 -6.077 -4.878
Br -7.353 -3.653 -2.877
H -6.203 -5.825 -3.044
C -3.547 -8.356 -3.610
Br -4.542 -9.240 -2.230
Br -4.188 -8.811 -5.357
Br -3.547 -6.447 -3.344
H -2.521 -8.686 -3.540
C -0.121 4.307 7.596
Br -0.733 3.007 6.313
Br -1.586 5.264 8.373
Br 0.998 3.499 8.928
H 0.484 5.022 7.057

***

(4)
The following is a DFT calculation (ωB97M-V with the def2-TZVPD basis set) of C26H38Cl3GeN5O3SSiV as an isolated structure.

Results
LUMO energy (alpha / beta) (Eh): -0.229 / -0.229
Calculated total energy (a.u.): -6602.04753
2S+1: 2
Orbital gap (alpha / beta) (eV): 7.159 / 6.150
Total charge: +2
Highest occupied orbital energy (alpha / beta) (Ha): -0.4916 / -0.4545
Molecular weight (g/mol): 758.7

Geometry (Å):
V -2.545 0.552 -0.021
N -4.634 -3.055 -0.953
C -3.775 -2.315 -0.254
N -3.879 -1.023 -0.124
C -5.006 -0.389 -0.668
N -5.199 0.848 -0.324
N -4.196 1.284 0.427
C -4.349 2.020 1.486
C -3.165 2.033 2.290
C -2.994 2.729 3.488
C -1.804 2.584 4.177
C -0.828 1.734 3.667
C -1.081 1.052 2.488
N -2.211 1.193 1.804
C -5.892 -1.108 -1.543
C -6.911 -0.493 -2.282
C -7.658 -1.239 -3.167
C -7.434 -2.609 -3.302
C -6.449 -3.241 -2.565
C -5.666 -2.491 -1.693
H -4.527 -4.061 -0.992
H -2.955 -2.825 0.245
H -5.301 2.446 1.782
H -3.786 3.359 3.857
H -1.633 3.124 5.093
H 0.108 1.586 4.184
H -0.348 0.365 2.082
H -7.094 0.561 -2.148
H -8.423 -0.759 -3.760
H -8.031 -3.179 -3.996
H -6.274 -4.301 -2.674
C 4.042 2.500 -0.251
C 2.630 2.727 0.273
C 1.857 3.658 -0.659
C 2.651 3.278 1.696
O 1.886 1.471 0.311
Si 2.189 -0.044 -0.092
S -0.005 -0.709 -0.325
O 2.755 -1.155 0.881
C 3.328 -1.383 2.189
C 3.367 -2.894 2.402
C 2.441 -0.713 3.230
C 4.743 -0.819 2.212
O 2.638 -0.164 -1.618
C 3.250 -1.225 -2.400
C 3.425 -0.664 -3.807
C 2.308 -2.424 -2.387
C 4.603 -1.585 -1.801
H 4.562 3.450 -0.355
H 4.000 2.018 -1.224
H 4.607 1.871 0.434
H 2.461 4.520 -0.926
H 0.947 4.012 -0.180
H 1.604 3.125 -1.575
H 3.074 4.279 1.690
H 3.262 2.652 2.342
H 1.644 3.333 2.106
H 2.370 -3.322 2.362
H 3.793 -3.104 3.377
H 3.988 -3.374 1.652
H 1.443 -1.144 3.194
H 2.384 0.357 3.039
H 2.857 -0.876 4.219
H 5.355 -1.291 1.448
H 5.193 -1.016 3.180
H 4.734 0.255 2.042
H 2.463 -0.460 -4.272
H 3.958 -1.382 -4.423
H 4.002 0.257 -3.776
H 1.318 -2.134 -2.744
H 2.212 -2.802 -1.372
H 2.695 -3.208 -3.029
H 5.253 -0.715 -1.770
H 5.081 -2.346 -2.409
H 4.477 -1.972 -0.795
Cl -1.310 2.456 -0.705
Ge -0.505 0.764 -1.877
Cl -2.517 0.123 -2.484
Cl 0.419 1.439 -3.629

***

(5)
The following is a DFT calculation (ωB97M-V with the def2-TZVPD basis set) of one molecule with the formula C26H38ClN2O11P3S2.

Results
LUMO energy (Eh): -0.014
Calculated total energy (a.u.): -4231.16498
Orbital gap (eV): 7.116
SMILES: CCCCNc1c(COO)c(CCC)c2c(c1P(O)Cl)N([PH2]=O)c1c(OC[C@H](C)O)c(O)c(P(O)(O)=S)c(COC(C)=O)c1S2
Highest occupied orbital energy (Ha): -0.2753
Molecular weight (g/mol): 747.1

Geometry (Å):
C 7.539 -1.227 0.065
C 6.026 -1.149 -0.487
C 5.961 -2.053 -1.762
C 4.468 -2.407 -2.284
N 3.542 -2.355 -1.176
C 2.687 -1.294 -0.934
C 2.672 0.064 -1.461
C 3.734 0.507 -2.489
O 3.204 0.175 -3.806
O 4.324 0.263 -4.637
C 1.699 1.099 -1.048
C 1.704 2.552 -1.586
C 2.727 3.480 -0.770
C 2.897 3.069 0.736
C 0.707 0.745 -0.049
C 0.648 -0.590 0.531
C 1.623 -1.575 0.091
P 1.586 -3.283 0.888
O 1.888 -3.075 2.552
Cl -0.327 -4.109 0.784
N -0.292 -0.993 1.569
P 0.453 -0.419 3.098
O 1.843 0.082 2.785
C -1.579 -0.317 1.523
C -2.748 -1.107 1.979
O -2.530 -2.406 2.355
C -3.370 -3.359 1.672
C -3.746 -3.029 0.197
C -4.466 -4.335 -0.382
O -2.642 -2.718 -0.660
C -4.058 -0.446 2.021
O -5.145 -1.199 2.498
C -4.301 0.932 1.621
P -5.975 1.737 1.716
O -5.900 3.256 2.423
O -7.036 0.858 2.697
S -6.749 1.755 -0.044
C -3.152 1.710 1.116
C -3.213 3.170 0.602
O -3.164 3.140 -0.864
C -3.896 4.223 -1.383
C -5.269 4.048 -2.105
O -3.426 5.327 -1.294
C -1.854 1.051 1.103
S -0.438 2.033 0.502
H 7.881 -2.271 -0.133
H 7.475 -1.136 1.185
H 8.196 -0.436 -0.362
H 5.400 -1.474 0.378
H 5.834 -0.063 -0.651
H 6.437 -1.470 -2.607
H 6.578 -2.990 -1.671
H 4.562 -3.488 -2.610
H 4.204 -1.858 -3.217
H 3.870 -2.882 -0.376
H 4.752 0.078 -2.364
H 3.872 1.627 -2.515
H 4.118 -0.199 -5.470
H 2.113 2.500 -2.634
H 0.688 3.010 -1.680
H 3.719 3.351 -1.266
H 2.321 4.525 -0.856
H 3.380 2.064 0.879
H 1.958 3.120 1.340
H 3.609 3.808 1.205
H 2.522 -3.783 2.765
H 0.616 -1.476 4.033
H -0.254 0.705 3.625
H -4.329 -3.484 2.249
H -2.852 -4.354 1.739
H -4.520 -2.215 0.089
H -3.783 -5.195 -0.181
H -5.403 -4.467 0.233
H -4.754 -4.222 -1.452
H -2.986 -2.138 -1.361
H -5.880 -1.070 1.870
H -5.858 3.189 3.395
H -6.854 1.205 3.596
H -2.346 3.799 0.948
H -4.138 3.729 0.878
H -5.604 2.989 -2.181
H -5.197 4.442 -3.157
H -6.003 4.696 -1.566